Computed, not measured: a 2-piece molecular cluster, C4H7NO overall, with ωB97M-V/def2-TZVPD.

```
13
C4H7NO (ωB97M-V/def2-TZVPD)
C -1.0684 -1.6778 0.8074
C -0.0462 -1.2779 -0.2157
C 1.1315 1.6020 -1.2916
N 0.4938 1.7582 -0.2048
C -0.2176 1.7618 0.7981
O 1.1521 -1.3372 -0.0572
H -1.7362 -2.4437 0.3958
H -0.5797 -2.0473 1.7113
H -1.6742 -0.7942 1.0412
H -0.4641 -0.8877 -1.1689
H 1.7578 0.7214 -1.4016
H 1.0366 2.3438 -2.0777
H 0.2147 2.2786 1.6638
```

Output
HOMO energy (eV): -8.41
LUMO level (eV): 1.07
Energy above the lowest of the compared OMol25 structures with the same formula, charge and spin (kcal per mole): 86.3
Total energy (hartree): -286.49412

The molecule's natural (NBO) atomic charges, reported in e, are given here: C -0.731; C 0.453; C -0.238; N -0.295; C -0.062; O -0.546; H 0.231; H 0.230; H 0.252; H 0.105; H 0.223; H 0.199; H 0.179